Record 1
56
Properties=species:S:1:pos:R:3 method="wB97M-V/def2-TZVPD" homo_energy_ha=-0.3097 de_lowest_kcal_mol=65.32 smiles="CCN(CCn1cccn1)C(=O)CCc1nnc(CCc2ccccc2OC)o1"
C -5.623 -1.339 1.132
H -6.249 -1.324 2.020
H -5.129 -2.304 1.067
H -6.259 -1.224 0.258
C -4.600 -0.204 1.194
N -3.764 -0.163 0.012
C -2.675 -0.939 -0.224
O -2.049 -0.844 -1.264
C -2.241 -1.933 0.839
H -2.245 -2.924 0.381
C -0.798 -1.605 1.258
C 0.124 -1.788 0.109
N 0.450 -2.906 -0.453
N 1.288 -2.606 -1.467
C 1.438 -1.322 -1.466
O 0.724 -0.737 -0.480
C 2.292 -0.514 -2.363
H 1.788 0.432 -2.568
H 2.426 -1.069 -3.292
C 3.669 -0.245 -1.722
C 3.537 0.571 -0.469
C 3.591 1.954 -0.510
C 3.430 2.717 0.635
C 3.208 2.086 1.843
C 3.156 0.703 1.913
C 3.319 -0.062 0.765
O 3.290 -1.425 0.737
C 3.097 -2.130 1.937
H 3.924 -1.963 2.636
H 2.152 -1.859 2.420
H 3.063 -3.181 1.654
H 2.987 0.231 2.869
H 3.076 2.666 2.744
H 3.473 3.794 0.581
H 3.767 2.441 -1.460
H 4.137 -1.203 -1.491
H 4.287 0.289 -2.447
H -0.501 -2.283 2.061
H -0.732 -0.571 1.601
H -2.880 -1.941 1.716
C -4.111 0.816 -0.996
H -3.629 0.503 -1.926
H -5.195 0.839 -1.136
C -3.605 2.217 -0.607
N -2.194 2.208 -0.355
C -1.191 2.350 -1.244
C -0.016 2.233 -0.544
C -0.418 2.003 0.777
N -1.734 1.986 0.875
H 0.200 1.863 1.642
H 0.987 2.300 -0.910
H -1.383 2.523 -2.284
H -4.092 2.552 0.313
H -3.829 2.922 -1.412
H -3.983 -0.287 2.091
H -5.128 0.749 1.259

Record 2
24
Properties=species:S:1:pos:R:3 method="wB97M-V/def2-TZVPD" homo_energy_ha=-0.3342 de_lowest_kcal_mol=89.45
C -1.056 -1.260 -1.618
C -0.143 -0.975 -0.669
C -1.480 -1.726 2.825
C -1.219 -2.992 2.954
C -0.825 2.031 -0.015
C 1.467 1.526 -2.059
C 2.047 0.712 0.771
O -1.640 -0.604 2.584
O -1.712 -0.452 -2.541
Si 0.616 0.786 -0.510
H -1.319 -2.202 -1.769
H -1.732 -3.669 3.636
H 0.293 -1.696 -0.080
H -0.357 -3.364 2.621
H -1.534 1.339 0.361
H -0.322 2.734 0.602
H -1.109 2.506 -0.936
H 0.750 1.788 -2.839
H 2.015 2.400 -1.760
H 2.193 0.805 -2.529
H 2.418 -0.304 0.890
H 2.884 1.358 0.413
H 1.593 0.855 1.848
H -1.828 0.405 -2.180

Record 3
88
Properties=species:S:1:pos:R:3 method="wB97M-V/def2-TZVPD" homo_energy_ha=-0.7476 de_lowest_kcal_mol=14.24 charge=+4
Sn 0.300 -0.316 -0.465
C -1.946 0.325 -1.494
O -3.096 0.380 -1.483
C 2.091 -0.112 1.403
O 2.869 -0.563 2.116
P -0.487 -2.770 0.132
C 0.113 -3.660 -1.388
H -0.057 -4.730 -1.178
C 0.474 -3.531 1.535
H 1.495 -3.134 1.366
C -2.291 -3.178 0.254
H -2.704 -2.735 -0.671
C -0.874 3.604 -1.017
P 0.509 2.368 -1.032
H 1.557 3.183 -3.028
H -1.595 3.204 -1.748
C 1.975 3.269 -0.304
H 2.053 4.186 -0.916
C 0.004 -3.042 2.915
H 0.759 -3.337 3.661
H -0.953 -3.503 3.205
H -0.091 -1.947 2.956
C 0.550 -5.061 1.479
H -0.422 -5.526 1.683
H 1.247 -5.392 2.262
H 0.927 -5.435 0.519
C -2.568 -4.684 0.225
H -2.050 -5.202 -0.592
H -3.646 -4.833 0.074
H -2.303 -5.163 1.175
C -2.992 -2.495 1.437
H -4.080 -2.604 1.302
H -2.758 -1.423 1.485
H -2.724 -2.963 2.396
C -0.723 -3.264 -2.615
H -1.776 -3.561 -2.529
H -0.303 -3.740 -3.511
H -0.705 -2.179 -2.790
C 1.618 -3.424 -1.603
H 1.857 -2.357 -1.758
H 1.933 -3.952 -2.514
H 2.227 -3.795 -0.766
C -0.414 4.990 -1.485
H 0.098 4.960 -2.456
H 0.255 5.463 -0.753
H -1.297 5.634 -1.595
C -1.596 3.656 0.336
H -0.952 4.045 1.134
C 1.876 1.061 -3.125
H -1.970 2.672 0.648
H -2.459 4.330 0.242
C -0.277 2.240 -3.744
H 1.308 0.132 -2.970
H 2.166 1.068 -4.176
H 2.775 0.983 -2.508
C 0.980 2.267 -2.845
H 0.019 1.890 -4.741
H -0.717 3.236 -3.861
H -1.055 1.557 -3.360
C 3.285 2.477 -0.454
H 3.215 1.483 0.019
H 4.082 3.036 0.056
H 3.592 2.372 -1.503
C 1.742 3.649 1.165
H 1.443 2.784 1.775
H 0.993 4.438 1.286
H 2.684 4.031 1.583
H 0.719 -0.981 -4.195
H 0.730 -1.678 -3.920
O -1.205 0.460 1.698
C -1.206 0.902 2.882
C -2.475 1.214 3.624
C -2.683 0.416 4.937
C -1.927 0.956 6.141
C -0.404 0.914 5.989
C 0.130 1.756 4.819
N -0.039 1.125 3.509
H -2.455 2.288 3.858
H -3.336 1.047 2.965
H -3.758 0.424 5.165
H -2.426 -0.639 4.764
H -2.259 1.979 6.369
H -2.212 0.377 7.028
H 0.050 1.314 6.907
H -0.049 -0.118 5.877
H -0.383 2.729 4.829
H 1.192 1.980 5.000
H 0.791 0.979 2.927